Entry 1:
# C7H16NO7PS2

One molecule with the formula C7H16NO7PS2 (ωB97M-V/def2-TZVPD, the OMol25 dataset).

## Properties
* gap between HOMO and LUMO: 9.439 eV
* calculated total energy: -1995.44002 Ha
* LUMO level: 0.4 eV
* HOMO: -9.050 eV
* largest force on an atom: 0.39 eV/A

Last column: Löwdin charge in e.
Atoms and positions in Å:
S  -4.12  -0.13  -0.06  0.60
S  1.01  0.24  2.25  0.98
P  1.16  2.36  -0.49  0.77
O  -4.58  0.83  -1.02  -0.27
O  0.22  0.19  0.84  -0.36
O  1.55  -1.28  2.28  -0.28
O  -4.86  -1.33  0.16  -0.29
O  2.97  -2.97  1.79  0.04
O  -3.98  0.60  1.36  -0.16
O  2.14  1.12  2.05  -0.41
N  0.18  3.24  0.35  -0.26
C  2.11  -1.68  -0.08  -0.10
C  2.12  -0.27  -0.69  -0.16
C  2.58  -1.71  1.37  -0.44
C  0.83  0.52  -0.43  -0.59
C  -1.67  0.59  -1.11  -0.20
C  -0.24  0.17  -1.47  -0.17
C  -2.41  -0.51  -0.36  -0.23
H  -1.97  -0.69  0.62  0.10
H  -4.75  0.37  1.90  0.10
H  2.79  -2.32  -0.63  0.13
H  -2.43  -1.45  -0.91  0.12
H  2.98  0.27  -0.28  0.10
H  2.27  -0.32  -1.77  0.13
H  2.19  -3.55  1.78  0.12
H  -2.21  0.82  -2.02  0.12
H  -0.19  -0.92  -1.63  0.12
H  2.52  2.43  -0.16  0.01
H  3.45  -1.06  1.51  0.16
H  0.06  0.63  -2.41  0.11
H  -0.36  3.90  -0.20  -0.03
H  1.10  -2.12  -0.13  0.13
H  -1.65  1.50  -0.51  0.11
H  1.20  2.55  -1.89  0.02

---

Entry 2:
# C40H39CrFN7O8S

C40H39CrFN7O8S as an isolated structure (ωB97M-V/def2-TZVPD, the OMol25 dataset).

## Properties
* gap between HOMO and LUMO (alpha / beta): 5.422 / 5.084 eV
* calculated total energy: -4075.31977 Ha
* LUMO level (alpha / beta): -1.6 / -1.6 eV
* HOMO (alpha / beta): -6.974 / -6.636 eV
* relative energy (zero: lowest compared OMol25 entry of this formula, charge and spin): 1.9902 eV
* expectation value of S²: 0.758
* largest force on an atom: 0.56 eV/A
* 2S+1: 2

Last column: Löwdin spin population.
Atoms and positions in Å:
Cr  -2.09  2.00  1.73  0.95
S  0.44  0.02  1.98  0.00
F  1.74  -5.18  1.46  0.00
O  -1.90  2.23  5.68  0.01
O  -0.88  -0.96  1.18  0.00
O  -1.41  3.78  1.76  0.01
O  0.87  -0.12  0.38  0.00
O  0.94  -1.03  2.85  0.00
O  -2.70  2.19  3.59  0.01
O  -2.72  1.06  -1.78  0.00
O  -1.36  1.55  -0.06  0.01
N  -0.72  0.95  2.61  0.00
N  -0.11  -2.09  -2.71  0.00
N  -3.48  3.12  0.69  -0.01
N  2.12  -6.10  -1.11  0.00
N  -3.73  0.77  1.50  0.00
N  -3.11  4.38  0.35  0.00
N  3.72  -6.14  -2.97  0.00
C  1.00  -4.09  -1.91  0.00
C  0.14  -1.64  -5.17  0.00
C  3.82  2.05  3.12  0.00
C  1.18  -2.65  -4.81  0.00
C  -1.18  8.06  -0.35  0.00
C  1.33  -4.39  0.43  0.00
C  -3.79  -0.46  2.03  0.00
C  3.40  -6.41  -0.55  0.00
C  -1.30  5.92  0.74  0.00
C  -1.79  2.03  4.49  0.00
C  2.66  3.41  1.54  0.00
C  1.80  1.25  2.12  0.00
C  1.63  -7.05  -2.07  0.00
C  -0.21  -0.98  -0.03  0.00
C  -4.82  -1.33  1.73  0.00
C  1.47  -4.86  -0.86  0.00
C  -0.01  8.35  0.33  0.00
C  0.79  -3.15  0.69  0.00
C  -5.44  3.20  -0.79  0.00
C  0.41  -2.84  -1.67  0.00
C  -0.13  6.21  1.43  0.00
C  1.69  2.43  1.40  0.00
C  -0.45  1.51  3.93  0.00
C  -1.79  0.83  -1.03  0.00
C  -5.77  0.38  0.35  0.00
C  0.34  -2.36  -0.36  0.00
C  0.52  7.42  1.22  0.00
C  4.44  -6.47  -1.70  0.00
C  -0.12  -2.60  -4.05  0.00
C  -4.53  2.57  0.20  0.01
C  -1.97  4.63  0.96  0.00
C  -1.83  6.85  -0.15  0.00
C  2.63  -7.12  -3.26  0.00
C  3.73  3.24  2.41  0.00
C  4.76  4.33  2.60  0.00
C  2.86  1.05  2.98  0.00
C  -5.82  -0.90  0.88  0.00
C  -0.97  -0.43  -1.20  0.00
C  -4.70  1.20  0.68  0.00
C  -0.88  -0.97  -2.41  0.00
H  2.17  -6.84  -4.21  0.00
H  1.06  -4.46  -2.92  0.00
H  0.65  -6.74  -2.42  0.00
H  0.70  -2.78  1.71  0.00
H  -0.42  -1.77  -6.08  0.00
H  0.50  9.29  0.18  0.00
H  5.25  -5.75  -1.58  0.00
H  -1.43  -0.54  -3.23  0.00
H  0.85  2.58  0.73  0.00
H  -1.59  8.79  -1.05  0.00
H  1.52  -8.05  -1.62  0.00
H  2.92  0.13  3.54  0.00
H  0.33  -0.61  -4.89  0.00
H  -0.04  0.78  4.62  0.00
H  3.10  -8.10  -3.37  0.00
H  -0.83  -3.40  -4.24  0.00
H  3.39  -7.36  -0.01  0.00
H  -2.97  -0.73  2.68  0.00
H  3.69  -5.64  0.16  0.00
H  4.60  4.85  3.55  0.00
H  -5.29  2.72  -1.76  0.00
H  4.70  5.07  1.80  0.00
H  -4.83  -2.31  2.17  0.00
H  2.57  4.34  0.98  0.00
H  4.88  -7.46  -1.84  0.00
H  1.43  7.64  1.76  0.00
H  4.37  -6.08  -3.76  0.00
H  5.77  3.92  2.62  0.00
H  -2.74  6.61  -0.68  0.00
H  0.23  2.37  3.90  0.00
H  -6.64  -1.56  0.63  0.00
H  3.28  -5.22  -2.84  0.00
H  0.27  5.47  2.12  0.00
H  -6.54  0.73  -0.32  0.00
H  1.35  -3.48  -5.49  0.00
H  2.06  -2.29  -4.28  0.00
H  -5.19  4.25  -0.89  0.00
H  -6.48  3.09  -0.50  0.00
H  4.65  1.89  3.80  0.00

---

What did the first record say?
# C7H16NO7PS2

One molecule with the formula C7H16NO7PS2 (ωB97M-V/def2-TZVPD, the OMol25 dataset).

## Properties
* gap between HOMO and LUMO: 9.439 eV
* calculated total energy: -1995.44002 Ha
* LUMO level: 0.4 eV
* HOMO: -9.050 eV
* largest force on an atom: 0.39 eV/A

Last column: Löwdin charge in e.
Atoms and positions in Å:
S  -4.12  -0.13  -0.06  0.60
S  1.01  0.24  2.25  0.98
P  1.16  2.36  -0.49  0.77
O  -4.58  0.83  -1.02  -0.27
O  0.22  0.19  0.84  -0.36
O  1.55  -1.28  2.28  -0.28
O  -4.86  -1.33  0.16  -0.29
O  2.97  -2.97  1.79  0.04
O  -3.98  0.60  1.36  -0.16
O  2.14  1.12  2.05  -0.41
N  0.18  3.24  0.35  -0.26
C  2.11  -1.68  -0.08  -0.10
C  2.12  -0.27  -0.69  -0.16
C  2.58  -1.71  1.37  -0.44
C  0.83  0.52  -0.43  -0.59
C  -1.67  0.59  -1.11  -0.20
C  -0.24  0.17  -1.47  -0.17
C  -2.41  -0.51  -0.36  -0.23
H  -1.97  -0.69  0.62  0.10
H  -4.75  0.37  1.90  0.10
H  2.79  -2.32  -0.63  0.13
H  -2.43  -1.45  -0.91  0.12
H  2.98  0.27  -0.28  0.10
H  2.27  -0.32  -1.77  0.13
H  2.19  -3.55  1.78  0.12
H  -2.21  0.82  -2.02  0.12
H  -0.19  -0.92  -1.63  0.12
H  2.52  2.43  -0.16  0.01
H  3.45  -1.06  1.51  0.16
H  0.06  0.63  -2.41  0.11
H  -0.36  3.90  -0.20  -0.03
H  1.10  -2.12  -0.13  0.13
H  -1.65  1.50  -0.51  0.11
H  1.20  2.55  -1.89  0.02

---

Q: Which value of largest force on an atom does entry 2 give?
A: 0.56 eV/A